Density functional theory data (ωB97M-V/def2-TZVPD) for a structure of composition C16H44AsF8N5NiO8S2 at a distorted geometry.

XYZ file:
```
85
Properties=species:S:1:pos:R:3:forces:R:3
Ni -0.81006 -1.43845 0.55590 0.288 0.812 0.961
As -0.32374 1.92916 2.22122 -1.127 2.244 1.027
F -1.76765 2.44913 1.18369 2.285 -0.913 1.130
F -1.57465 0.95085 3.15104 1.530 1.600 -0.394
F 0.98979 1.30641 3.35640 -1.889 1.037 -1.705
F 0.82946 2.88764 1.21409 -1.294 -1.512 1.323
F -0.62730 3.38639 3.26704 0.577 -2.276 -1.325
F -0.05220 0.47325 1.21781 0.057 0.883 0.330
N -1.45375 -3.24577 -0.16969 1.637 -3.399 4.730
S -2.31415 -3.72723 -1.32174 -3.326 -0.518 -8.222
O -3.76379 -3.73940 -1.16004 2.056 -1.394 0.779
O -1.59227 -4.62173 -2.28083 -2.105 1.875 2.987
F -2.28299 -2.32119 -2.09033 0.852 0.368 -0.453
S -1.39196 -4.76260 0.77431 0.595 -2.701 2.145
O -0.03467 -5.01414 1.32512 -3.387 1.229 -1.475
O -2.14129 -5.96230 0.28047 2.098 4.264 0.920
F -2.32964 -4.27456 2.07524 1.462 -0.463 -1.707
C 0.79577 -2.93814 4.00904 1.310 1.311 -0.989
C 1.47860 -1.90062 3.01530 -1.427 -0.187 0.749
C 3.04618 -1.88935 2.80695 -1.444 -1.268 -0.412
O 3.26961 -1.36370 1.48152 1.584 0.717 0.999
C 3.46418 0.06009 1.39693 -0.495 0.409 -0.051
N 0.92473 -2.22853 1.63127 -0.007 0.535 1.235
H 1.33453 -2.98003 4.95566 0.100 -0.391 -0.102
H 0.73633 -3.87352 3.45259 -0.096 -0.309 0.706
H -0.18926 -2.53426 4.24291 -0.059 -0.292 -0.151
H 1.06497 -0.95248 3.35885 0.541 0.324 -0.471
H 3.31985 -2.94293 2.75070 0.074 -0.240 -0.381
H 3.68241 -1.56609 3.63087 -0.253 1.050 -0.210
H 3.48954 0.36589 0.35101 -0.007 -0.436 -0.108
H 4.38180 0.43483 1.85042 0.128 -0.460 0.271
H 2.61904 0.59421 1.83117 0.006 -0.058 0.213
H 1.74010 -1.87423 1.15196 -0.017 -0.091 -1.344
H 1.00624 -3.23517 1.64283 -0.256 -0.332 -0.705
C -4.19245 -1.55697 3.09414 -1.923 1.033 -2.151
C -3.37497 -1.50339 1.74557 0.373 0.042 3.216
C -3.66795 -0.35598 0.78455 0.673 -1.385 -0.309
O -2.59208 -0.31553 -0.22684 -1.466 -0.067 1.464
C -3.04276 0.46504 -1.31482 -0.148 0.425 -0.929
N -1.99981 -1.45156 2.31935 0.281 -0.732 -1.460
H -3.99940 -0.67218 3.70077 0.311 -0.209 0.168
H -4.16127 -2.49935 3.64097 0.590 0.069 -0.163
H -5.23267 -1.45230 2.78579 -0.446 -0.054 0.315
H -3.55368 -2.45653 1.24790 0.326 0.216 -0.222
H -3.77583 0.65247 1.18391 -0.081 -0.163 0.250
H -4.56348 -0.78134 0.33158 -0.360 0.887 -0.550
H -3.54434 1.39349 -1.04186 0.582 0.317 0.730
H -3.84377 -0.00006 -1.88941 0.235 -0.841 -0.094
H -2.19921 0.69739 -1.96485 -0.087 -0.004 0.128
H -2.04995 -2.09957 3.09245 0.661 -0.859 -0.355
H -1.90593 -0.59574 2.84744 0.098 0.587 -0.463
C -1.41244 4.39704 -1.74243 -0.063 1.418 0.500
C -0.37719 3.70982 -2.55162 0.811 -1.117 1.676
C 0.83510 4.53012 -2.99452 -0.271 2.708 -1.720
O 1.96674 4.77234 -2.14553 -0.917 -1.405 -0.164
C 3.04217 5.56418 -2.67302 -1.066 -0.025 1.600
N 0.16027 2.65708 -1.70184 -0.151 -1.757 -0.932
H -0.89306 4.64723 -0.81736 -0.365 0.545 0.231
H -2.28888 3.81783 -1.45180 0.248 -0.365 -0.307
H -1.74891 5.28870 -2.27143 -0.114 0.242 0.266
H -0.88976 3.21991 -3.37949 0.501 0.140 -0.537
H 0.47075 5.53563 -3.20496 -0.309 0.352 -0.386
H 1.15149 4.16479 -3.97151 0.404 -0.366 -0.096
H 2.75157 6.61190 -2.75008 -0.226 0.128 -0.272
H 3.49602 5.24805 -3.61226 -0.055 -0.457 0.084
H 3.66127 5.49319 -1.77872 0.928 0.207 -0.650
H 0.68913 3.00081 -0.91301 -0.118 0.346 0.185
H 0.85616 2.24118 -2.30423 0.137 -0.571 0.480
C 1.43480 -2.71513 -2.03651 -1.176 1.280 0.849
C 1.32689 -1.21248 -1.57355 2.559 0.024 -0.161
C 2.14528 -0.27988 -2.53051 -0.997 -0.621 0.597
O 2.45663 0.96229 -1.88500 -0.049 -1.797 -0.187
C 3.17246 1.87294 -2.68045 -0.201 1.299 0.747
N -0.03267 -0.72609 -1.27608 0.958 -1.454 -0.894
H 0.71826 -2.98326 -2.81289 0.351 0.304 -0.630
H 1.04702 -3.33768 -1.23019 0.536 -0.132 0.314
H 2.47585 -2.93328 -2.27469 -0.281 -0.228 -0.047
H 1.95484 -1.12823 -0.68660 -0.307 -0.144 0.414
H 1.52826 -0.17707 -3.42316 0.094 0.558 -0.477
H 3.04281 -0.84164 -2.78928 0.258 0.230 -0.105
H 2.45941 2.56637 -3.12634 0.134 -0.360 -1.092
H 3.93031 1.45560 -3.34346 -0.262 -0.191 -0.097
H 3.62517 2.58546 -1.99089 0.528 -0.323 0.212
H -0.54489 -1.17312 -2.02301 -0.853 -0.079 -0.040
H -0.03508 0.24607 -1.54992 -0.273 0.930 0.762
```
Positions in Å, forces in eV/Å.

Output
net charge: 0
E_LUMO (spin up / spin down): -0.266 / -0.512 eV
total energy: -186427.366 eV
2S+1: 3

Density functional theory data (ωB97M-V/def2-TZVPD) for a structure of composition C46H56AsN8STi at a distorted geometry.

XYZ file:
```
113
Properties=species:S:1:pos:R:3:forces:R:3
Ti 0.99509 -0.75990 -0.25214 -2.350 -0.114 -0.389
C 1.57264 -3.27367 0.88044 -0.131 -0.364 0.220
C 1.55456 -2.42268 2.16168 0.398 -0.206 -0.438
N 0.91618 -1.09118 1.87241 0.689 0.469 0.953
C 1.61188 0.06969 2.58102 -0.100 -0.309 0.209
C 2.30656 1.00901 1.62055 0.174 -0.666 -0.405
C 2.82381 2.23967 1.98353 0.046 0.130 0.571
C 3.49006 2.99024 1.01719 0.261 -0.890 -1.253
C 3.54952 2.48739 -0.31411 0.573 -0.512 0.032
C 3.08879 1.17739 -0.58581 0.127 1.599 0.738
C 3.13025 0.53143 -1.93983 -0.398 0.025 -0.968
N 2.10917 -0.60230 -2.09078 0.880 1.068 -0.575
C 2.63950 -1.92593 -2.54670 0.127 -0.459 0.084
C 2.33954 -3.03191 -1.51667 -0.645 -0.649 0.060
N 2.25150 -2.46298 -0.15290 0.610 -0.762 -0.380
N 2.50528 0.47519 0.39298 -0.261 1.053 0.266
H 0.53014 -3.49842 0.56860 0.470 0.042 -0.074
H 2.10335 -4.23098 1.06238 -0.337 0.407 -0.016
H 2.61067 -2.25225 2.40607 -0.314 0.061 0.244
H 1.05198 -2.94234 2.98820 0.178 0.194 -0.214
H -0.03956 -1.12868 2.20849 -0.249 0.184 0.088
H 2.39871 -0.34657 3.22618 -0.284 0.044 -0.009
H 0.91501 0.62047 3.22461 0.006 -0.203 -0.267
H 2.72657 2.57040 3.03574 0.073 -0.102 -0.849
H 4.04406 3.89529 1.26439 -0.504 -0.034 -0.046
H 4.04832 3.04713 -1.13558 -0.459 -0.329 0.832
H 4.12465 0.17261 -2.18311 0.162 -0.329 0.242
H 2.95188 1.30124 -2.72324 -0.179 -0.452 0.570
H 1.47513 -0.24953 -2.81412 -0.101 -0.164 0.283
H 3.72628 -1.93178 -2.66487 -0.095 0.565 -0.193
H 2.17501 -2.18034 -3.51628 0.298 0.074 0.477
H 3.08968 -3.82973 -1.58247 0.020 0.181 0.016
H 1.36491 -3.49124 -1.75294 0.292 0.282 0.139
H 3.21305 -2.22525 0.18898 -0.762 -0.178 -0.188
C -4.24260 -3.77437 -2.56224 -0.683 -1.495 0.073
N -3.09164 -4.58464 -2.11521 0.436 -0.623 0.380
C -3.17656 -5.95757 -1.73975 0.513 0.788 -0.092
C -1.93877 -6.33222 -1.34565 -0.399 -0.259 -0.100
N -1.10426 -5.24290 -1.51264 -0.954 0.397 0.033
C -1.81420 -4.13546 -1.92802 -0.506 -1.916 0.273
S -1.25930 -2.57880 -2.08361 0.649 1.159 0.058
H -4.71189 -4.33306 -3.42424 0.523 0.922 0.763
H -3.91312 -2.77393 -2.82194 0.010 -0.102 -0.086
H -4.99091 -3.75387 -1.73753 0.542 0.190 -0.566
H -4.08434 -6.54801 -1.79166 0.154 0.387 -0.005
H -1.58689 -7.27032 -0.91786 -0.154 0.363 -0.387
H -0.11934 -5.28287 -1.35490 0.232 0.306 0.025
C -5.05750 5.86291 -1.88799 -0.493 1.483 -1.076
C -4.33104 4.77481 -1.23619 0.809 -0.779 1.373
C -4.76398 3.44890 -1.14982 0.824 -0.077 0.407
C -4.05408 2.47663 -0.39975 -0.093 0.954 -0.401
C -4.64863 1.12375 -0.28590 -0.376 -1.075 -0.178
C -2.84481 2.82342 0.22469 0.608 0.556 0.077
As -1.56469 1.60817 1.18223 -1.636 0.245 0.508
N -0.29205 0.28953 -0.77271 2.214 -0.314 -0.274
C -0.53552 1.03299 -1.89653 -1.647 2.204 -1.895
C 0.25597 2.14959 -2.36115 0.315 -0.871 1.544
C 0.00149 2.83245 -3.54364 0.090 0.727 0.018
C -1.07398 2.48000 -4.34671 -0.104 -1.071 0.419
C -1.88110 1.40516 -3.90839 -0.053 0.719 -0.704
C -1.70190 0.80904 -2.67821 0.607 -1.044 0.580
C -2.66800 0.88615 2.69811 -0.031 -1.988 0.037
C -2.72121 1.62166 3.87142 -0.115 0.006 0.585
C -2.45221 3.07566 3.84284 0.340 1.549 0.492
C -3.05087 1.04438 5.11429 -0.138 0.138 -0.849
C -3.47273 -0.27892 5.17845 0.328 0.928 0.339
C -3.83690 -0.89331 6.47036 -0.530 -0.940 1.016
C -3.50124 -1.02501 4.01531 0.458 -0.104 -0.670
C -3.04601 -0.50129 2.81282 0.838 0.805 -0.354
C -2.80231 -1.47149 1.69324 0.373 0.161 -1.472
C -2.40916 4.17087 0.14742 0.364 0.133 0.029
C -1.09502 4.64496 0.78865 -0.413 0.554 0.244
C -3.17211 5.12818 -0.53102 0.106 -0.996 0.412
H -6.07505 5.62910 -2.21268 0.185 -0.178 0.069
H -4.49348 6.21807 -2.78385 -0.435 -0.188 0.552
H -5.12489 6.72577 -1.19799 0.000 -0.349 -0.379
H -5.67925 3.16022 -1.65163 -0.040 -0.048 0.037
H -5.53513 1.04196 -0.93874 0.413 -0.052 0.210
H -5.00113 0.91245 0.73701 0.276 0.040 -0.226
H -3.92582 0.32991 -0.58033 -0.407 0.406 0.238
H 1.03887 2.52315 -1.67532 -0.312 -0.268 -0.506
H 0.62467 3.70774 -3.81414 -0.399 -0.681 0.244
H -1.26833 3.00155 -5.27825 -0.014 -0.179 0.111
H -2.66038 1.01481 -4.56259 -0.079 0.380 0.260
H -2.41011 0.05790 -2.30266 0.354 0.262 -0.387
H -2.67071 3.49498 2.85968 -0.188 0.052 0.085
H -1.38698 3.35536 4.03606 -0.678 -0.297 0.129
H -3.10640 3.59067 4.59165 0.708 -0.258 -0.609
H -2.98517 1.70626 5.98756 -0.214 -0.524 -0.204
H -4.01981 -0.14061 7.25437 0.123 -0.348 -0.304
H -3.05581 -1.60307 6.83172 -0.453 0.528 -0.213
H -4.76260 -1.49285 6.34217 0.466 0.319 0.226
H -3.75261 -2.08612 4.04488 -0.101 0.238 0.107
H -3.52305 -1.38244 0.85410 0.240 0.046 0.460
H -2.85363 -2.50166 2.03879 0.065 -0.069 0.051
H -1.80391 -1.30877 1.17363 -0.983 -0.144 0.580
H -0.37589 4.93610 0.01245 -0.068 -0.215 0.071
H -0.64139 3.87709 1.43673 -0.124 0.474 -0.289
H -1.24942 5.56981 1.39986 -0.033 -0.754 -0.389
H -2.87574 6.16531 -0.42014 0.003 0.044 -0.338
N 4.83838 -1.87026 0.72010 3.566 0.534 -0.616
C 5.95210 -1.75415 0.34544 -3.286 -0.420 0.797
C 7.16536 -1.67728 -0.41500 -0.739 0.714 -0.067
C 6.97786 -1.16525 -1.71479 0.140 0.048 -0.060
C 8.00660 -1.28744 -2.64450 -0.033 -0.046 0.350
C 9.26529 -1.77574 -2.24049 -0.830 -0.304 0.601
C 9.44484 -2.12877 -0.89611 0.182 0.303 0.522
C 8.38782 -2.09487 0.04908 1.367 -0.527 -0.613
H 6.02287 -0.63789 -1.90657 0.726 -0.714 -0.269
H 7.81661 -1.03055 -3.67767 0.151 0.208 0.013
H 10.06548 -1.92667 -2.96757 -0.220 0.229 0.309
H 10.44762 -2.38571 -0.53910 -0.445 -0.133 -0.222
H 8.54159 -2.42878 1.08639 -0.107 0.193 -0.665
```
Positions in Å, forces in eV/Å.

Output
net charge: +2
E_LUMO (spin up / spin down): -5.358 / -5.311 eV
total energy: -155307.908 eV
2S+1: 2